C24H47BBr2IN3O5 | ωB97M-V/def2-TZVPD

LUMO (alpha / beta) (eV): -2.9227 / -2.9227
Expectation value of S²: 0.754
Gap between HOMO and LUMO (alpha / beta) (eV): 7.516 / 8.330
Total charge: +1
Spin multiplicity: 2
HOMO level (alpha / beta) (eV): -10.44 / -11.25

```
83
Properties=species:S:1:pos:R:3:forces:R:3
C 6.47199 3.69586 2.58814 0.044 -0.860 -0.480
C 5.67948 3.71554 1.25590 1.012 0.593 1.541
O 5.71476 2.39047 0.74363 -0.657 0.201 -0.297
C 4.96730 2.21779 -0.43370 -0.286 -0.227 -0.411
C 3.44987 2.45961 -0.27352 1.148 0.520 -0.565
N 2.83107 1.69382 0.85109 0.266 -0.354 -0.021
C 3.45032 0.33632 1.04903 -0.496 -1.103 0.227
C 2.55417 -0.58881 1.93767 0.482 0.856 0.507
C 3.51348 -1.49157 2.77576 -1.098 -0.501 0.136
Br 3.65755 -0.78389 4.61928 0.272 -0.188 -0.457
C 3.04387 -2.96158 2.88030 1.645 0.653 0.712
C 4.17936 -3.78272 3.55101 -0.420 -0.096 -0.619
Br 2.88289 -3.64021 1.04523 -0.291 0.110 0.179
O 1.79921 0.21578 2.83196 0.095 0.564 -0.712
C 0.87707 1.07900 2.15819 -0.488 -0.889 0.139
C -0.53722 0.42653 2.03786 0.085 -0.053 -0.791
C -0.66290 -0.83416 2.89242 -0.651 0.644 -3.945
O -0.52374 -0.88694 4.01789 0.583 -0.052 4.494
I -1.19136 -2.64800 1.83154 0.009 -0.128 -0.362
C 1.35336 1.47075 0.73855 -0.719 0.629 0.668
B 0.49097 2.75972 0.25467 -0.526 1.085 -0.305
O 0.52362 3.20892 -1.05767 -0.299 -1.128 0.340
N -0.39308 3.48715 1.17737 0.614 -0.233 -0.784
C -1.72757 3.41106 0.53415 -0.269 -0.222 -0.083
C 0.04658 4.88781 1.33665 -0.612 0.282 0.993
H 7.18300 2.86135 2.51557 -0.009 0.287 -0.017
H 7.05757 4.60400 2.74097 -0.351 -0.019 0.125
H 5.83238 3.45020 3.44205 0.102 0.355 -0.087
H 4.66668 4.07454 1.50178 0.029 -0.158 -0.459
H 6.18270 4.44420 0.60395 -0.365 -0.359 -0.337
H 5.14531 1.20281 -0.80752 0.084 0.140 0.292
H 5.29262 2.88050 -1.25475 -0.029 0.045 0.326
H 3.32083 3.53142 -0.09162 -0.445 -0.271 0.053
H 2.98832 2.22188 -1.23610 -0.222 -0.150 0.377
H 2.99044 2.23747 1.70637 0.033 -0.206 -0.037
H 4.42443 0.41070 1.53412 -0.056 0.444 -0.396
H 3.50202 -0.13873 0.06237 0.316 0.233 0.133
H 1.84235 -1.16612 1.33166 0.468 -0.204 0.059
H 4.54070 -1.50060 2.40476 -0.253 0.163 -0.161
H 2.11738 -2.99243 3.45963 -0.147 -0.353 -0.573
H 4.08363 -4.80982 3.18820 0.064 0.015 0.571
H 4.16010 -3.70727 4.63967 -0.151 -0.145 -0.175
H 5.15765 -3.42562 3.20382 -0.225 -0.003 0.025
H 0.79046 1.95302 2.81127 0.115 0.001 -0.310
H -0.74353 0.16919 0.98975 -0.024 -0.063 0.270
H -1.31220 1.14537 2.32901 0.170 -0.205 0.201
H 1.19964 0.67063 -0.00184 0.218 0.006 0.283
H 0.33826 2.49062 -1.68478 0.544 0.362 -0.184
H -1.85291 2.42397 0.05614 -0.062 0.206 0.192
H -2.54767 3.50664 1.25527 0.287 0.117 0.003
H -1.85045 4.15418 -0.26703 0.035 -0.070 0.221
H 1.13541 4.98462 1.45192 -0.184 -0.108 -0.278
H -0.37411 5.27637 2.27688 0.088 -0.032 -0.238
H -0.34126 5.53503 0.53661 0.430 -0.177 -0.050
C -3.49486 -2.75623 -4.64666 -0.270 -0.132 -0.100
C -3.19766 -2.10616 -3.27920 0.671 -0.896 -1.769
C -2.93016 -3.20514 -2.24725 -0.290 -0.129 0.415
C -4.19363 -3.95893 -1.84073 -0.042 0.093 -0.029
C -5.26510 -2.98517 -1.35421 0.571 -0.170 0.164
C -5.55608 -1.84364 -2.33637 -1.942 -0.567 -0.800
N -4.31059 -1.20476 -2.86046 0.946 -0.269 2.545
O -3.85334 -0.39955 -1.94720 -0.070 0.636 -0.504
C -6.41447 -2.36200 -3.50965 0.105 -0.270 -0.229
C -6.46590 -0.82692 -1.63782 0.462 0.496 0.232
C -1.90706 -1.31806 -3.52433 0.002 0.523 0.375
H -2.59451 -3.22631 -5.04497 0.072 0.109 0.123
H -4.23770 -3.54773 -4.60764 -0.072 0.082 0.031
H -3.82241 -2.00993 -5.37276 -0.040 0.001 0.059
H -2.48163 -2.76521 -1.35233 -0.018 0.160 0.026
H -2.19751 -3.91385 -2.64190 0.027 0.151 -0.161
H -4.56990 -4.55873 -2.67345 0.014 0.029 -0.016
H -3.95592 -4.66558 -1.04219 -0.017 -0.001 -0.029
H -6.18606 -3.53468 -1.14707 -0.095 0.167 -0.106
H -4.93763 -2.56705 -0.39580 0.016 0.135 -0.079
H -6.49795 -1.60768 -4.29391 0.071 -0.005 0.017
H -7.42618 -2.58985 -3.17211 0.070 0.089 0.144
H -6.04426 -3.28263 -3.95464 0.071 0.057 -0.031
H -6.03759 -0.45422 -0.70766 0.117 0.045 -0.115
H -7.41772 -1.29116 -1.37982 0.079 -0.165 -0.140
H -6.67533 0.02601 -2.28633 0.043 -0.021 0.004
H -2.07144 -0.51614 -4.24742 -0.035 -0.002 0.042
H -1.13535 -1.97479 -3.92730 -0.178 -0.143 -0.027
H -1.50287 -0.88034 -2.61040 -0.170 0.042 0.030
```
Forces are in eV/Å.